No. 1
Below is a cluster of 12 separate species, C52H71F8N7O13S4 in total, with properties calculated with ωB97M-V/def2-TZVPD.

CARTESIAN COORDINATES (ANGSTROEM)
O  1.9212  -0.2143  2.2491
S  1.1540  0.3775  1.1765
O  1.7393  1.4553  0.3597
O  0.5780  -0.8084  0.1347
C  0.0157  -0.3605  -1.0649
C  -1.4177  -0.8634  -1.3477
C  -0.5196  0.8779  1.7570
H  0.7766  -0.5773  -1.8147
H  -0.1868  0.7090  -1.1212
H  -1.7311  -0.9132  -2.3905
H  -2.1127  -0.2548  -0.7693
H  -1.4719  -1.9155  -1.0679
H  -0.4694  1.5679  2.5992
H  -1.0151  -0.0181  2.1309
H  -1.0953  1.2970  0.9317
O  6.7796  -3.4918  1.4115
S  5.8785  -2.5941  0.5906
O  6.2484  -2.0111  -0.6747
O  4.4259  -3.3977  0.5349
C  3.2554  -2.8264  -0.0363
C  2.4956  -3.7363  -1.0219
C  5.4378  -1.1766  1.6838
H  3.5953  -1.9077  -0.5144
H  2.6554  -2.5108  0.8172
H  2.1917  -4.6875  -0.5850
H  3.2156  -3.9448  -1.8133
H  1.6675  -3.2079  -1.4942
H  4.8213  -0.4538  1.1495
H  6.3956  -0.6750  1.8222
H  5.0880  -1.5722  2.6373
O  0.0533  4.0177  0.9439
S  -0.8848  4.2074  -0.2125
O  -1.1906  3.1684  -1.1961
O  -2.3752  4.7992  0.3333
C  -2.3779  5.6882  1.3886
C  -3.8159  6.0282  1.6682
C  -0.2716  5.7507  -1.0646
H  -1.8169  6.5145  0.9521
H  -1.9026  5.2426  2.2625
H  -4.3725  6.2138  0.7495
H  -3.9216  6.8580  2.3671
H  -4.1822  5.1192  2.1452
H  0.0493  6.5146  -0.3565
H  -0.9121  6.1443  -1.8539
H  0.6394  5.3291  -1.4894
O  6.2256  6.7342  3.6536
S  5.3602  6.0002  4.5667
O  4.7899  6.6028  5.7651
O  4.1275  5.3290  3.6311
C  2.9603  4.8210  4.2629
C  2.3771  3.8309  3.1960
C  6.2352  4.4146  4.9909
H  2.1973  5.5920  4.3705
H  3.1194  4.3505  5.2332
H  1.9480  4.4391  2.3998
H  1.5452  3.2724  3.6250
H  3.0900  3.0846  2.8453
H  7.0959  4.7659  5.5600
H  6.5108  3.9774  4.0312
H  5.6632  3.6990  5.5815
N  3.5955  -0.4031  -2.6708
C  3.0900  0.7524  -3.2179
C  3.4484  1.3159  -4.4464
C  4.3509  0.5934  -5.2026
C  4.9066  -0.5971  -4.7239
C  4.4763  -1.0569  -3.4669
H  2.4212  1.3418  -2.6083
H  3.0277  2.2487  -4.7918
H  4.7995  0.8976  -6.1368
H  5.6008  -1.1471  -5.3420
H  4.7674  -2.0270  -3.0921
N  2.8876  4.2853  -1.6595
C  3.6978  5.0367  -2.4389
C  4.9017  5.6650  -2.0656
C  5.2729  5.4497  -0.7340
C  4.4629  4.6436  0.1059
C  3.2956  4.0664  -0.3809
H  3.3674  5.0600  -3.4669
H  5.4982  6.2804  -2.7229
H  6.2232  5.8390  -0.3998
H  4.7961  4.4580  1.1163
H  2.6601  3.5692  0.3369
N  -0.7424  -3.7928  -6.3595
C  -1.0323  -3.7063  -5.0362
C  -0.1860  -3.0355  -4.1543
C  1.0568  -2.5729  -4.6183
C  1.2704  -2.6195  -5.9744
C  0.4568  -3.3514  -6.7759
H  -2.0307  -4.0058  -4.7534
H  -0.5161  -2.9037  -3.1344
H  1.7480  -2.1191  -3.9236
H  2.1540  -2.1760  -6.4091
H  0.6372  -3.4634  -7.8348
N  -3.7128  -0.6904  1.6769
C  -4.6746  -1.1229  0.8480
C  -6.0257  -1.2082  1.1910
C  -6.4083  -0.8178  2.4764
C  -5.4199  -0.3786  3.3751
C  -4.0767  -0.4514  2.9787
H  -4.3393  -1.3493  -0.1534
H  -6.7643  -1.7117  0.5848
H  -7.4376  -0.9368  2.7811
H  -5.6931  -0.0517  4.3675
H  -3.3155  -0.1665  3.6900
N  -3.7340  -2.7168  -2.9444
C  -4.9020  -2.0740  -3.1911
C  -6.1749  -2.6458  -2.9293
C  -6.1896  -3.9245  -2.3527
C  -4.9963  -4.6011  -2.0587
C  -3.7682  -3.9378  -2.3009
H  -4.7563  -1.1394  -3.7123
H  -7.0452  -2.1622  -3.3478
H  -7.1037  -4.4796  -2.2019
H  -4.9543  -5.6310  -1.7363
H  -2.8455  -4.4515  -2.0749
N  -2.1594  1.0583  -5.5718
C  -2.7608  1.5520  -6.6870
C  -3.5278  0.7293  -7.4886
C  -3.6377  -0.6465  -7.2027
C  -2.9384  -1.1777  -6.1375
C  -2.2213  -0.3109  -5.3097
H  -2.5856  2.5836  -6.9543
H  -3.9118  1.1310  -8.4147
H  -4.1620  -1.2926  -7.8912
H  -2.9371  -2.2470  -5.9855
H  -1.6094  -0.8264  -4.5843
N  -0.9171  -4.8488  0.5985
C  -1.1757  -6.1243  0.3085
C  -2.4460  -6.6798  0.3764
C  -3.5367  -5.9083  0.8676
C  -3.2990  -4.5627  1.1417
C  -1.9728  -4.0612  0.9745
H  -0.3334  -6.7817  0.1511
H  -2.7411  -7.6948  0.1550
H  -4.5038  -6.3891  0.8656
H  -4.1305  -3.9539  1.4649
H  -1.7157  -3.0299  1.1661
C  -0.5333  -2.2779  6.0897
C  0.2247  -1.8585  4.7400
C  1.0786  -3.1049  4.3003
F  0.6066  -4.3223  4.4977
F  1.6423  -3.0274  3.0866
F  -0.6077  -1.6613  3.7264
F  1.0285  -0.8543  4.8863
O  -1.4893  -1.2401  6.3240
C  -2.2020  -1.2807  7.5872
C  -3.1524  -0.0460  7.5662
F  -4.0613  -0.0850  6.6234
F  -3.8675  0.0374  8.6230
F  -2.8844  -2.4055  7.7198
F  -1.2843  -1.0673  8.5404
H  0.1662  -2.5260  6.8879
H  -1.1466  -3.1764  6.0208
H  1.9930  -3.0562  4.8915
H  -2.5937  0.8818  7.4433

For the total energy, the calculation gives -5776.89874 a.u. Its SMILES is FC(F)C(F)(F)COC(F)(F)C(F)F.CCOS(C)(=O)=O.CCOS(C)(=O)=O.CCOS(C)(=O)=O.CCOS(C)(=O)=O.c1ccncc1.c1ccncc1.c1ccncc1.c1ccncc1.c1ccncc1.c1ccncc1.c1ccncc1. As for the lowest unoccupied orbital energy: 0.186 eV.

No. 2
Below is a structure of composition C52H78BF3N13O3RbSSb, with properties calculated with ωB97M-V/def2-TZVPD.

CARTESIAN COORDINATES (ANGSTROEM)
Rb  -0.5261  1.8962  -0.3918
C  -5.3694  1.7015  -2.3898
C  -4.3427  2.5411  -3.1661
C  -3.8008  3.6638  -2.2792
C  -3.2387  1.6716  -3.7123
C  -3.1875  0.9868  -4.9429
C  -1.9831  0.3095  -4.9124
N  -1.3765  0.5853  -3.7444
N  -2.1400  1.4333  -3.0037
B  0.0834  0.2831  -3.2828
N  0.9809  1.4365  -3.7997
C  0.9187  2.1037  -4.9728
C  1.9573  3.0101  -4.9982
C  2.6113  2.8327  -3.7579
N  2.0167  1.8864  -3.0423
C  3.8306  3.5432  -3.2342
C  5.0812  2.6739  -3.4184
C  3.6636  3.9392  -1.7657
N  0.5334  -1.0845  -3.8641
C  1.0008  -1.3714  -5.0999
C  1.0933  -2.7415  -5.2153
C  0.6706  -3.2262  -3.9537
N  0.3473  -2.2229  -3.1468
C  0.5558  -4.6555  -3.4930
C  1.8685  -5.4152  -3.7160
C  0.1401  -4.7250  -2.0259
H  -6.2360  2.3104  -2.1038
H  -4.9114  1.3102  -1.4740
H  -5.7223  0.8569  -2.9897
H  -4.8476  2.9826  -4.0257
H  -3.3429  3.2523  -1.3780
H  -4.6108  4.3316  -1.9689
H  -3.0429  4.2561  -2.7964
H  -3.9288  0.9779  -5.7306
H  -1.5178  -0.3371  -5.6459
H  0.1266  0.2330  -2.0857
H  0.1386  1.9075  -5.6950
H  2.1947  3.7202  -5.7787
H  3.9548  4.4472  -3.8333
H  4.9967  1.7760  -2.7975
H  5.9847  3.2182  -3.1190
H  5.1956  2.3595  -4.4599
H  3.5727  3.0460  -1.1426
H  2.7576  4.5313  -1.6075
H  4.5254  4.5219  -1.4187
H  1.2342  -0.5865  -5.8079
H  1.4266  -3.3090  -6.0749
H  -0.2113  -5.1401  -4.1047
H  2.6777  -4.9356  -3.1576
H  2.1527  -5.4279  -4.7721
H  1.7808  -6.4513  -3.3719
H  -0.7859  -4.1823  -1.8407
H  0.9108  -4.2594  -1.4066
H  0.0171  -5.7669  -1.7097
C  2.9237  3.3783  3.2046
C  2.4711  2.9740  1.8365
N  1.7709  3.7442  1.0915
N  1.6410  5.0088  1.5639
C  0.7058  5.7976  1.0788
N  1.0031  7.1403  1.2664
S  -0.8457  5.4401  0.4052
C  3.0852  1.7983  1.1438
C  4.4505  1.5632  1.3248
C  5.0941  0.6505  0.5041
C  4.3634  -0.0263  -0.4572
C  3.0017  0.2162  -0.5251
N  2.3715  1.0942  0.2591
H  2.0835  3.8040  3.7512
H  3.6892  4.1630  3.1568
H  3.3230  2.5249  3.7569
H  1.9894  7.3515  1.2832
H  0.4218  7.7583  0.7300
H  5.0029  2.1361  2.0635
H  6.1619  0.4865  0.6024
H  4.8300  -0.7266  -1.1384
H  2.3821  -0.3176  -1.2367
O  -3.2381  -0.4187  -0.5684
C  -4.2576  -1.4038  -0.6816
C  -3.8613  -2.6106  -1.4882
C  -3.9654  -3.9055  -0.9962
C  -3.6231  -4.9613  -1.8270
C  -3.1607  -4.6864  -3.1019
C  -3.0615  -3.3581  -3.4949
N  -3.4208  -2.3376  -2.7162
H  -2.9453  -0.1414  -1.4592
H  -5.1505  -0.9756  -1.1492
H  -4.5227  -1.7054  0.3303
H  -4.3040  -4.0781  0.0219
H  -3.6961  -5.9843  -1.4749
H  -2.8631  -5.4799  -3.7762
H  -2.6786  -3.0991  -4.4776
F  -0.8364  -0.3836  7.1900
C  -1.8654  -0.6319  6.3610
F  -2.2231  -1.9222  6.5267
F  -2.9083  0.1200  6.7711
C  -1.5196  -0.3496  4.9332
C  -0.2921  0.1744  4.5890
C  -0.0343  0.3803  3.2411
N  -0.9136  0.1006  2.2822
C  -2.1145  -0.3677  2.6388
C  -2.4554  -0.6225  3.9515
H  0.4504  0.4088  5.3406
H  0.9264  0.7772  2.9118
H  -2.8130  -0.5487  1.8277
H  -3.4332  -1.0150  4.2053
O  -2.4514  2.7888  3.7333
C  -3.0902  3.0834  2.5990
O  -3.2583  2.2688  1.7212
C  -3.5418  4.5407  2.4765
N  -3.4554  5.2408  3.7729
C  -4.8296  5.5088  4.2721
C  -5.7371  4.6452  3.3928
C  -5.0002  4.6305  2.0471
H  -2.8545  4.9794  1.7649
H  -2.9174  6.0878  3.6762
H  -2.5273  3.6175  4.2561
H  -5.0853  6.5646  4.1589
H  -4.9171  5.2578  5.3281
H  -6.7464  5.0519  3.3314
H  -5.8006  3.6280  3.7943
H  -5.1704  5.5644  1.5066
H  -5.2699  3.7964  1.4017
C  4.4786  -2.0218  3.1680
C  3.1928  -2.8359  3.3565
C  2.3498  -2.2403  4.4882
Sb  2.1171  -2.8337  1.4649
C  3.4060  -4.3063  0.4766
C  4.2133  -3.6027  -0.6232
C  4.3307  -5.1125  1.3895
C  0.5468  -4.2601  1.9609
C  -0.6557  -3.5339  2.5762
C  0.9960  -5.4483  2.8065
H  5.0556  -1.9871  4.1028
H  4.2472  -0.9888  2.8837
H  5.1325  -2.4295  2.3897
H  3.4406  -3.8722  3.5948
H  2.1142  -1.1911  4.2814
H  2.9030  -2.2716  5.4373
H  1.4022  -2.7674  4.6413
H  2.6886  -4.9885  0.0096
H  4.9389  -2.9078  -0.1846
H  3.5759  -3.0247  -1.3014
H  4.7763  -4.3303  -1.2247
H  5.0839  -4.4745  1.8610
H  4.8718  -5.8682  0.8017
H  3.7976  -5.6349  2.1862
H  0.2473  -4.6189  0.9705
H  -0.4325  -3.1382  3.5736
H  -1.5096  -4.2189  2.6846
H  -0.9776  -2.6947  1.9558
H  1.3618  -5.1266  3.7887
H  1.7888  -6.0239  2.3215
H  0.1541  -6.1338  2.9796

For the energy above the lowest of the compared OMol25 structures with the same formula, charge and spin, the calculation gives 0.0 kcal per mole. For the total energy, the calculation gives -3953.01970 a.u. The charge is -1. As for the lowest unoccupied orbital energy: 2.032 eV.

What is the formula in the first record? C52H71F8N7O13S4